Record 1
8
Properties=species:S:1:pos:R:3:forces:R:3:nbo_charge:R:1 method="wB97M-V/def2-TZVPD" homo_energy_ev=-10.0 relative_energy_kcal_mol=44.3 homo_lumo_gap_ev=10.350
C -0.874555 -0.482513 1.295009 0.3 0.1 -1.7 -0.84
P -0.966200 0.242491 2.762374 0.8 -2.6 1.7 0.46
H -0.500805 -1.554179 1.317095 -0.7 1.5 -0.8 0.24
H -1.087143 0.162134 0.338163 0.5 -2.0 1.7 0.23
H -1.337443 1.413649 2.334048 -1.0 3.0 -1.0 -0.09
O 1.134505 -0.240542 -1.724330 -2.8 -0.5 3.6 -0.94
H 1.690121 -0.019359 -2.397869 2.4 1.2 -2.7 0.47
H 0.961078 0.546105 -1.161162 0.4 -0.8 -0.8 0.47

Record 2
9
Properties=species:S:1:pos:R:3:forces:R:3:nbo_charge:R:1 method="wB97M-V/def2-TZVPD" homo_energy_ev="-9.4 / -9.0" relative_energy_kcal_mol=88.7 homo_lumo_gap_ev="7.275 / 9.716"
C 0.623152 -0.081426 0.747185 2.9 0.5 -0.7 -1.00
O -0.657539 -1.041445 -1.375576 0.4 -0.2 -1.3 -1.01
P -0.828157 0.206238 -0.368867 0.9 -1.4 0.5 1.11
S -2.455604 -0.139843 0.615922 -0.9 0.5 0.8 -0.34
H 0.883500 0.883087 1.212625 0.1 -0.2 -0.4 0.24
H 0.544157 -0.725442 1.589229 -1.1 -0.8 0.6 0.24
H 1.613452 -0.528576 0.253876 -2.3 1.4 0.3 0.25
H -0.488647 -1.917645 -1.010286 -0.1 0.2 0.2 0.50
H 0.765687 3.345052 -1.664107 0.0 0.0 0.0 0.00

Record 3
9
Properties=species:S:1:pos:R:3:forces:R:3:nbo_charge:R:1 method="wB97M-V/def2-TZVPD" homo_energy_ev=-9.6 relative_energy_kcal_mol=54.2 homo_lumo_gap_ev=9.949
C -1.425319 1.024128 0.490872 -0.9 -0.4 0.6 -1.08
O -1.089505 -1.715938 0.465291 1.7 -5.4 2.8 -1.03
P -1.525502 -0.520103 -0.100256 -1.0 6.1 -1.5 1.68
S 3.316331 -0.033638 0.078171 -0.6 0.0 -0.1 -0.29
H -1.377639 1.132125 1.603642 0.3 -0.2 -1.1 0.26
H 1.991168 -0.170972 -0.225290 0.7 0.0 0.1 0.15
H -1.796465 1.910724 -0.039419 0.2 -0.7 0.0 0.26
H 3.718062 -0.925366 -0.840737 -0.1 0.0 0.0 0.14
H -1.811130 -0.700957 -1.432272 -0.3 0.5 -0.7 -0.08

Record 4
9
Properties=species:S:1:pos:R:3:forces:R:3:nbo_charge:R:1 method="wB97M-V/def2-TZVPD" homo_energy_ev=-8.8 relative_energy_kcal_mol=47.4 homo_lumo_gap_ev=8.412
C -1.243803 -0.411039 0.055977 -0.3 1.2 0.9 -0.26
O -0.280561 0.496932 -0.593136 -1.0 -0.4 0.3 -0.82
P 0.723422 1.499965 0.215612 0.6 -2.6 0.9 0.90
S 2.484340 -0.390198 0.681232 -2.1 1.0 -1.0 -0.48
H -2.089263 -0.569192 -0.619321 -0.1 0.9 0.0 0.20
H -1.599915 -0.009838 1.096323 0.8 -0.8 -2.0 0.20
H -0.886616 -1.433484 0.084246 0.9 0.1 0.6 0.19
H 1.233947 2.119096 -0.940941 0.3 -0.3 -0.3 -0.07
H 1.658450 -1.302246 0.020004 0.8 0.9 0.5 0.13

Record 5
8
Properties=species:S:1:pos:R:3:forces:R:3:lowdin_spin:R:1 method="wB97M-V/def2-TZVPD" homo_energy_ev="-9.5 / -9.1" relative_energy_kcal_mol=2.2 homo_lumo_gap_ev="10.458 / 7.054" spin_multiplicity=2 s2=0.7527
O 2.664643 0.840220 -0.468146 -0.1 -0.2 -0.1 0.00
H 3.443017 0.510458 -0.926460 0.0 0.0 0.0 0.00
C -1.725253 -0.315822 0.528225 1.0 -0.1 0.3 0.10
S -0.573110 -0.452954 -0.828589 0.1 -0.2 -0.4 0.85
H -2.290760 -1.246905 0.634338 -0.2 0.4 0.0 0.01
H -1.158942 -0.077167 1.433071 -0.3 -0.1 0.0 0.00
H -2.327688 0.549887 0.278500 -0.5 0.0 0.0 0.03
H 1.968092 0.192283 -0.650939 0.1 0.2 0.1 0.00

Record 6
8
Properties=species:S:1:pos:R:3:forces:R:3:lowdin_spin:R:1 method="wB97M-V/def2-TZVPD" homo_energy_ev="-10.0 / -9.6" relative_energy_kcal_mol=19.2 homo_lumo_gap_ev="10.639 / 7.159" spin_multiplicity=2 s2=0.7531
O -0.233870 -2.901569 -0.224325 1.3 4.5 1.0 0.00
H 0.066038 -1.868630 0.035898 -1.2 -4.1 -0.6 0.00
C 0.394186 1.903869 0.944439 0.3 -0.6 0.2 0.07
S -0.098863 0.624465 -0.404333 0.9 1.3 1.6 0.89
H -0.448072 1.785568 1.680826 0.6 0.5 -0.8 0.03
H 0.426853 2.915252 0.445377 -0.1 -1.2 0.8 0.00
H 1.345245 1.712006 1.604749 -1.6 0.0 -1.8 0.01
H -0.302403 -2.746296 -1.169563 -0.1 -0.4 -0.4 0.00

Record 7
7
Properties=species:S:1:pos:R:3:forces:R:3:nbo_charge:R:1 method="wB97M-V/def2-TZVPD" homo_energy_ev=-9.7 relative_energy_kcal_mol=0.0 homo_lumo_gap_ev=10.724
C 0.039654 0.776170 -0.210399 0.6 -1.9 1.6 -0.82
P 0.338870 -0.948688 0.833870 -0.2 2.1 -1.1 0.23
H -0.343093 1.488655 0.512000 -0.1 0.1 -0.1 0.22
H -0.652956 0.595841 -1.014424 -0.2 0.0 -0.2 0.22
H 1.013328 1.093089 -0.566112 0.0 0.1 -0.1 0.22
H 0.612638 -1.690220 -0.320256 0.2 -0.3 -0.2 -0.03
H -1.008441 -1.314847 0.765321 -0.4 -0.1 0.2 -0.03

Record 8
9
Properties=species:S:1:pos:R:3:forces:R:3:nbo_charge:R:1 method="wB97M-V/def2-TZVPD" homo_energy_ev=-9.2 relative_energy_kcal_mol=8.1 homo_lumo_gap_ev=10.242
C 1.013248 -0.921529 -0.082119 -0.4 -2.4 -0.7 -0.96
P 0.113719 0.216108 1.142050 1.1 -0.4 -0.4 0.27
P -0.508384 1.957547 -0.136870 1.1 2.2 1.3 0.03
P -1.771622 0.367364 0.150471 -2.2 -2.3 -0.2 0.01
H 1.571632 -1.790630 0.394511 -1.1 0.9 0.2 0.24
H 1.859248 -0.498750 -0.597113 0.0 0.9 -0.4 0.23
H 0.344542 -1.467724 -0.872698 1.0 1.3 1.4 0.24
H -0.159063 1.327812 -1.264873 0.8 -0.6 -1.8 -0.03
H -2.463320 0.809801 1.266640 -0.3 0.3 0.5 -0.02

Record 9
8
Properties=species:S:1:pos:R:3:forces:R:3:nbo_charge:R:1 method="wB97M-V/def2-TZVPD" homo_energy_ev="-8.8 / -8.9" relative_energy_kcal_mol=73.6 homo_lumo_gap_ev="7.115 / 8.604"
C 1.872187 0.137383 0.073928 -2.6 -2.4 -6.0 -0.39
P -1.620800 -0.648759 -0.035015 1.4 -0.2 0.2 0.20
S -0.766052 1.222538 0.181975 1.0 -0.5 0.2 -0.29
H 1.856644 0.224628 1.039967 0.1 0.3 5.4 0.15
H 2.309449 0.906672 -0.517558 0.3 0.2 -0.4 0.18
H 1.441208 -0.843201 -0.426872 1.2 2.4 1.1 0.20
H -2.718220 -0.673056 0.788430 -0.6 0.2 0.9 -0.02
H -2.374416 -0.326202 -1.104855 -0.9 0.1 -1.4 -0.03

Record 10
8
Properties=species:S:1:pos:R:3:forces:R:3:nbo_charge:R:1 method="wB97M-V/def2-TZVPD" homo_energy_ev=-2.7 relative_energy_kcal_mol=2.2 homo_lumo_gap_ev=6.332 charge=-1
S -2.389166 -0.877884 -1.642200 0.3 0.1 0.0 -1.04
H -3.104313 -0.734524 -0.519160 -0.1 0.0 0.1 0.09
C 1.332165 0.096470 0.459236 0.6 0.0 0.1 -0.73
S 0.014085 1.312080 0.704678 0.2 -0.3 -0.3 -0.14
H 0.916504 -0.851547 0.140849 -0.2 -0.1 0.1 0.24
H 1.892967 -0.033509 1.379855 -0.1 -0.1 0.3 0.20
H 2.075540 0.386023 -0.280622 -0.1 0.3 -0.2 0.19
H -0.737782 0.702891 -0.242635 -0.5 0.2 -0.1 0.20

Record 11
8
Properties=species:S:1:pos:R:3:forces:R:3:lowdin_spin:R:1 method="wB97M-V/def2-TZVPD" homo_energy_ev="-9.3 / -9.1" relative_energy_kcal_mol=10.9 homo_lumo_gap_ev="10.171 / 6.915" spin_multiplicity=2 s2=0.7536
S -2.742595 -0.196919 0.277760 -0.7 -1.8 0.3 0.10
H -3.063498 -1.609803 0.282883 0.7 2.1 0.0 0.01
C 1.603318 0.420431 -0.168401 -2.5 2.1 0.1 0.09
S 0.068052 -0.280514 -0.873853 1.9 0.0 -0.7 0.75
H 1.856042 -0.086586 0.709225 1.0 -1.2 0.9 0.00
H 2.387484 0.704289 -0.841007 0.4 -0.4 -0.5 0.01
H 1.250447 1.412822 0.236252 0.2 -0.6 -0.4 0.03
H -1.359251 -0.363722 0.377143 -1.1 -0.2 0.3 0.02

Record 12
9
Properties=species:S:1:pos:R:3:forces:R:3:nbo_charge:R:1 method="wB97M-V/def2-TZVPD" homo_energy_ev=-3.3 relative_energy_kcal_mol=14.7 homo_lumo_gap_ev=6.816 charge=-1
S -1.003777 1.960837 1.591790 0.6 0.5 0.2 -0.82
H 0.139313 2.629992 1.954966 -0.6 -0.4 -0.3 0.10
C 1.687644 -1.861487 -1.169794 -1.2 1.2 0.1 -0.76
S 0.570161 -1.151464 0.130177 0.0 -0.1 -0.8 0.02
S -0.579242 0.094556 -1.096991 0.1 -0.1 0.3 -0.39
H 1.325510 -2.859936 -1.400820 1.0 -0.4 0.4 0.21
H 1.489900 -1.312895 -2.084940 0.0 0.3 0.0 0.23
H 2.688702 -1.569035 -0.859444 0.3 -1.1 -0.1 0.22
H -0.603140 1.141409 -0.019237 -0.2 0.0 0.1 0.19